(1)
DFT (ωB97M-V/def2-TZVPD) results for one molecule with the formula C26H28N4O3.

LUMO energy	-0.1935	eV
net charge	0
HOMO	-0.2922	Ha
orbital gap	7.76	eV

Each atom is followed by the atoms it is bonded to, with distances in Å.
Atoms and positions in Å:
1 C -0.36061 -0.12435 7.53806  O2 1.408, H34 1.095, H35 1.095, H36 1.089
2 O -0.28447 0.13359 6.15620  C1 1.408, C3 1.358
3 C -0.09931 -0.90231 5.29732  O2 1.358, C4 1.413, C33 1.378
4 C 0.02751 -2.25073 5.69973  C3 1.413, C5 1.365, H37 1.079
5 C 0.21172 -3.23131 4.76855  C4 1.365, C6 1.411, H38 1.081
6 C 0.28190 -2.93897 3.39013  C5 1.411, C7 1.404, C32 1.433
7 C 0.46956 -3.93340 2.41710  C6 1.404, C8 1.376, H39 1.081
8 C 0.52297 -3.53165 1.10194  C7 1.376, C9 1.426, C30 1.433
9 C 0.68770 -4.14976 -0.17232  C8 1.426, C10 1.359, H40 1.071
10 C 0.64559 -3.14794 -1.09030  C9 1.359, C11 1.481, O29 1.374
11 C 0.74985 -3.22720 -2.56525  C10 1.481, O12 1.218, N13 1.346
12 O 0.84309 -4.28861 -3.15449  C11 1.218
13 N 0.75802 -2.01830 -3.15743  C11 1.346, C14 1.440, H41 1.013
14 C 0.67389 -1.81515 -4.58025  N13 1.440, C15 1.536, H42 1.092, H43 1.096
15 C -0.52285 -0.89727 -4.87226  C14 1.536, N16 1.452, H44 1.092, H45 1.101
16 N -0.50001 0.22271 -3.94861  C15 1.452, C17 1.449, C28 1.450
17 C -1.80214 0.77507 -3.63500  N16 1.449, C18 1.527, H46 1.093, H47 1.104
18 C -1.65622 1.75478 -2.47338  C17 1.527, N19 1.450, H48 1.092, H49 1.103
19 N -0.76099 2.82683 -2.86220  C18 1.450, C20 1.458, C27 1.449
20 C -0.70920 3.92435 -1.90343  N19 1.458, C21 1.510, H50 1.094, H51 1.094
21 C -0.17696 3.54537 -0.54242  C20 1.510, C22 1.390, C26 1.390
22 C 1.18555 3.60091 -0.27395  C21 1.390, C23 1.384, H52 1.081
23 C 1.68140 3.19092 0.95089  C22 1.384, C24 1.384, H53 1.081
24 C 0.82079 2.72024 1.92724  C23 1.384, C25 1.384, H54 1.080
25 C -0.53880 2.66894 1.67407  C24 1.384, C26 1.383, H55 1.080
26 C -1.03223 3.07783 0.44811  C21 1.390, C25 1.383, H56 1.081
27 C 0.53946 2.28005 -3.19375  N19 1.449, C28 1.526, H57 1.093, H58 1.104
28 C 0.39097 1.29400 -4.34914  N16 1.450, C27 1.526, H59 1.091, H60 1.104
29 O 0.46226 -1.91851 -0.50514  C10 1.374, C30 1.346
30 C 0.38521 -2.13351 0.82100  C8 1.433, O29 1.346, N31 1.300
31 N 0.20778 -1.18283 1.69030  C30 1.300, C32 1.351
32 C 0.15406 -1.57101 2.98281  C6 1.433, N31 1.351, C33 1.402
33 C -0.03586 -0.58251 3.95878  C3 1.378, C32 1.402, H61 1.076
34 H -1.20630 -0.77532 7.78177  C1 1.095
35 H 0.56480 -0.56892 7.91797  C1 1.095
36 H -0.50988 0.84644 8.00816  C1 1.089
37 H -0.02036 -2.51507 6.74435  C4 1.079
38 H 0.30778 -4.26141 5.08138  C5 1.081
39 H 0.56680 -4.97128 2.70223  C7 1.081
40 H 0.82024 -5.19035 -0.38593  C9 1.071
41 H 0.55862 -1.18915 -2.61089  N13 1.013
42 H 0.55276 -2.78846 -5.05979  C14 1.092
43 H 1.60339 -1.36050 -4.94035  C14 1.096
44 H -1.44237 -1.46080 -4.69831  C15 1.092
45 H -0.50741 -0.58172 -5.92722  C15 1.101
46 H -2.47211 -0.03634 -3.34115  C17 1.093
47 H -2.24093 1.30229 -4.49985  C17 1.104
48 H -2.63264 2.18338 -2.23597  C18 1.092
49 H -1.28471 1.20502 -1.59180  C18 1.103
50 H -0.08212 4.70439 -2.34557  C20 1.094
51 H -1.72728 4.31400 -1.81032  C20 1.094
52 H 1.86296 3.97647 -1.02849  C22 1.081
53 H 2.74344 3.24015 1.14390  C23 1.081
54 H 1.21093 2.40138 2.88242  C24 1.080
55 H -1.22081 2.31173 2.43180  C25 1.080
56 H -2.09615 3.04151 0.25979  C26 1.081
57 H 1.19629 3.09888 -3.49704  C27 1.093
58 H 0.99705 1.75591 -2.33692  C27 1.104
59 H 1.36880 0.87737 -4.59644  C28 1.091
60 H 0.00116 1.82825 -5.23354  C28 1.104
61 H -0.13157 0.44188 3.64289  C33 1.076

These are the Löwdin partial charges, in e, on atoms 1 to 6: atom 1 (C): -0.088, atom 2 (O): -0.078, atom 3 (C): -0.263, atom 4 (C): -0.016, atom 5 (C): -0.027, atom 6 (C): -0.153



(2)
DFT (ωB97M-V/def2-TZVPD) results for one molecule with the formula C26H28N4O3.

LUMO energy	0.7077	eV
net charge	0
HOMO	-0.3290	Ha
orbital gap	9.66	eV

Each atom is followed by the atoms it is bonded to, with distances in Å.
Atoms and positions in Å:
1 C -4.96373 -2.89045 -0.63495  C2 1.530, H34 1.087, H35 1.087, H36 1.087
2 C -3.43853 -2.89642 -0.51673  C1 1.530, C3 1.503, H37 1.091, H38 1.093
3 C -2.97652 -2.06237 0.64555  C2 1.503, C4 1.390, C8 1.395
4 C -3.17690 -2.51006 1.94649  C3 1.390, C5 1.382, H39 1.080
5 C -2.77495 -1.75866 3.03464  C4 1.382, C6 1.385, H40 1.080
6 C -2.15176 -0.53715 2.84148  C5 1.385, C7 1.382, H41 1.079
7 C -1.93357 -0.07653 1.55725  C6 1.382, C8 1.389, H42 1.080
8 C -2.34515 -0.83183 0.46704  C3 1.395, C7 1.389, N9 1.427
9 N -2.12856 -0.31448 -0.84506  C8 1.427, C10 1.458, C21 1.346
10 C -3.19292 0.51734 -1.39469  N9 1.458, C11 1.536, H43 1.090, H44 1.093
11 C -2.97285 1.96866 -0.94292  C10 1.536, O12 1.213, N13 1.346
12 O -3.62299 2.48628 -0.05983  C11 1.213
13 N -1.97055 2.56796 -1.61315  C11 1.346, C14 1.453, H45 1.016
14 C -1.32682 3.76672 -1.10290  N13 1.453, C15 1.508, H46 1.092, H47 1.092
15 C -0.22260 3.35232 -0.16263  C14 1.508, C16 1.390, C20 1.389
16 C 1.00584 2.93600 -0.66220  C15 1.390, C17 1.384, H48 1.081
17 C 1.98443 2.45524 0.19082  C16 1.384, C18 1.386, H49 1.081
18 C 1.73567 2.37382 1.55157  C17 1.386, C19 1.384, H50 1.080
19 C 0.51442 2.78525 2.05725  C18 1.384, C20 1.385, H51 1.080
20 C -0.46178 3.27145 1.20320  C15 1.389, C19 1.385, H52 1.080
21 C -0.93944 -0.37836 -1.47283  N9 1.346, O22 1.224, C23 1.520
22 O -0.73129 0.20450 -2.52848  C21 1.224
23 C 0.13456 -1.20510 -0.78497  C21 1.520, C24 1.533, H53 1.096, H54 1.089
24 C 1.14856 -1.72466 -1.80992  C23 1.533, C25 1.516, H55 1.090, H56 1.093
25 C 2.49981 -1.97469 -1.16943  C24 1.516, O26 1.209, N27 1.367
26 O 2.92638 -3.07787 -0.92017  C25 1.209
27 N 3.16194 -0.80987 -0.89930  C25 1.367, C28 1.388, H57 1.013
28 C 4.40444 -0.62053 -0.30934  N27 1.388, C29 1.395, N33 1.330
29 C 5.22420 -1.66039 0.12902  C28 1.395, C30 1.382, H58 1.076
30 C 6.43934 -1.32577 0.69570  C29 1.382, C31 1.389, H59 1.080
31 C 6.79769 0.01106 0.81008  C30 1.389, C32 1.384, H60 1.078
32 C 5.90887 0.96338 0.34322  C31 1.384, N33 1.322, H61 1.082
33 N 4.74399 0.66142 -0.20337  C28 1.330, C32 1.322
34 H -5.27741 -3.50410 -1.47585  C1 1.087
35 H -5.33491 -1.88001 -0.78908  C1 1.087
36 H -5.41950 -3.28415 0.27016  C1 1.087
37 H -3.00105 -2.52261 -1.44379  C2 1.091
38 H -3.09982 -3.92547 -0.37302  C2 1.093
39 H -3.65351 -3.46698 2.10190  C4 1.080
40 H -2.94597 -2.12709 4.03490  C5 1.080
41 H -1.83676 0.05553 3.68621  C6 1.079
42 H -1.45045 0.87441 1.38874  C7 1.080
43 H -4.14815 0.16070 -1.01000  C10 1.090
44 H -3.16504 0.44551 -2.48458  C10 1.093
45 H -1.42350 1.99295 -2.24709  N13 1.016
46 H -0.93772 4.33968 -1.94740  C14 1.092
47 H -2.08619 4.34893 -0.57723  C14 1.092
48 H 1.19457 2.99227 -1.72524  C16 1.081
49 H 2.94618 2.14429 -0.19266  C17 1.081
50 H 2.49831 1.99077 2.21360  C18 1.080
51 H 0.31837 2.72515 3.11799  C19 1.080
52 H -1.42004 3.58344 1.59267  C20 1.080
53 H 0.62394 -0.53942 -0.06556  C23 1.096
54 H -0.30920 -2.02695 -0.22433  C23 1.089
55 H 0.79216 -2.65926 -2.24335  C24 1.090
56 H 1.24393 -0.98419 -2.60811  C24 1.093
57 H 2.71464 0.06160 -1.15739  N27 1.013
58 H 4.90699 -2.68304 0.01999  C29 1.076
59 H 7.10305 -2.10257 1.04592  C30 1.080
60 H 7.73871 0.30308 1.24797  C31 1.078
61 H 6.12914 2.02126 0.40418  C32 1.082

These are the Löwdin partial charges, in e, on atoms 1 to 6: atom 1 (C): -0.083, atom 2 (C): -0.191, atom 3 (C): -0.176, atom 4 (C): -0.032, atom 5 (C): -0.071, atom 6 (C): -0.060



Which is most stable? The ranking, best first, is (2), (1).



(1)
DFT (ωB97M-V/def2-TZVPD) results for one molecule with the formula CH6N2OS.

LUMO energy	0.6411	eV
net charge	0
HOMO	-0.3544	Ha
orbital gap	10.28	eV

Each atom is followed by the atoms it is bonded to, with distances in Å.
Atoms and positions in Å:
1 C -0.28408 -0.20357 -1.41996  S2 1.755, H6 1.051, H7 1.091, H8 1.098
2 S 0.38036 -0.12999 0.20280  C1 1.755, N3 1.543, N4 1.705, O5 1.472
3 N -0.10628 -1.45363 0.82805  S2 1.543, H9 0.979
4 N -0.28302 1.29662 0.85964  S2 1.705, H10 1.008, H11 1.032
5 O 1.83134 0.09368 0.09884  S2 1.472
6 H -0.97063 -0.99847 -1.45005  C1 1.051
7 H -0.72552 0.75189 -1.70626  C1 1.091
8 H 0.54235 -0.35909 -2.12589  C1 1.098
9 H 0.08286 -1.50897 1.78654  N3 0.979
10 H -1.03226 1.07284 1.49517  N4 1.008
11 H 0.56489 1.43869 1.43112  N4 1.032

These are the Löwdin partial charges, in e, on atoms 1 to 6: atom 1 (C): -0.167, atom 2 (S): 0.597, atom 3 (N): -0.218, atom 4 (N): -0.098, atom 5 (O): -0.374, atom 6 (H): 0.037



(2)
DFT (ωB97M-V/def2-TZVPD) results for a 2-piece molecular cluster, CH6N2OS overall.

LUMO energy	0.7262	eV
net charge	0
HOMO	-0.3234	Ha
orbital gap	9.53	eV

Each atom is followed by the atoms it is bonded to, with distances in Å.
Atoms and positions in Å:
1 C -2.21376 -1.08129 -0.15004  N3 1.236, H6 1.061, H7 1.130
2 N 1.80880 -0.62208 0.49824  S5 1.514, H8 1.004
3 N -1.36799 -0.37740 0.41338  C1 1.236, H10 1.041
4 O 1.70107 2.09031 -0.24055  S5 1.737, H9 0.949
5 S 1.85450 0.40160 -0.61619  N2 1.514, O4 1.737, H11 1.356
6 H -1.72041 -1.88430 -0.63766  C1 1.061
7 H -3.29512 -0.77636 -0.26775  C1 1.130
8 H 0.96599 -1.13739 0.67488  N2 1.004
9 H 0.82694 2.30402 0.05952  O4 0.949
10 H -1.75139 0.54699 0.69924  N3 1.041
11 H 3.19137 0.53590 -0.43305  S5 1.356

These are the Löwdin partial charges, in e, on atoms 1 to 6: atom 1 (C): -0.139, atom 2 (N): -0.419, atom 3 (N): 0.004, atom 4 (O): -0.413, atom 5 (S): 0.834, atom 6 (H): 0.051



Which is most stable? The ranking, best first, is (1), (2).